Entry 1:
Formula: C31H34N2O8PTa
Source: the Open Molecules 2025 dataset
Level of theory: the ωB97M-V functional and the def2-TZVPD basis

The geometry in XYZ format:
```
77
Properties=species:S:1:pos:R:3:forces:R:3:lowdin_charge:R:1
Ta 0.872506 0.927679 0.425761 -0.336 1.236 -0.372 1.72
O 4.420806 -0.062921 3.329361 -0.217 0.160 0.007 0.20
C 3.546706 0.682479 3.023861 0.235 -0.153 0.148 -0.38
O 3.494506 1.495679 1.923161 0.341 0.139 -0.090 0.04
C 2.296306 0.997479 3.796661 -0.145 -0.014 0.323 -0.14
C 2.212006 1.042979 5.183461 0.075 -0.103 -0.401 0.04
C 1.029806 1.502479 5.754561 -0.077 -0.012 -0.212 -0.02
C -0.004594 1.934479 4.937861 0.051 -0.098 -0.189 0.04
C 0.167106 1.834679 3.560461 -0.119 0.163 0.060 -0.15
N 1.274906 1.355479 3.028461 -0.224 -0.108 -0.704 0.12
C -0.808294 2.393379 2.525261 -0.560 0.350 1.746 -0.56
O -1.804094 2.979979 2.885761 0.273 -0.154 -0.199 0.12
O -0.411994 2.215379 1.316661 0.016 0.204 -0.682 -0.20
H 3.056606 0.748279 5.785561 0.087 -0.046 0.028 0.13
H 0.930706 1.543379 6.828861 0.003 0.036 0.072 0.11
H -0.922094 2.346479 5.326961 -0.066 0.033 0.025 0.13
C -0.326894 1.729279 -4.434339 0.162 -0.013 0.085 -0.11
C 0.373506 2.092979 -3.128139 0.023 -0.208 0.276 -0.50
C -0.559694 2.929279 -2.251939 0.193 -0.057 -0.004 -0.12
P 0.924006 0.604879 -2.139939 -0.308 0.011 -0.766 1.07
C 2.571706 0.045179 -2.815439 -0.200 -0.007 0.296 -0.49
C 2.696406 -0.054121 -4.333639 -0.115 0.203 0.185 -0.09
C 2.929506 -1.271021 -2.134439 -0.040 0.094 0.270 -0.11
C -0.351294 -0.664221 -2.305839 0.069 0.037 0.267 -0.28
C -0.628094 -1.351521 -3.485739 -0.143 -0.108 0.107 -0.06
C -1.645394 -2.284821 -3.569739 0.063 -0.016 -0.063 -0.28
C -1.932394 -3.018921 -4.845539 -0.072 0.060 0.045 -0.05
C -2.407794 -2.520621 -2.425739 0.234 0.153 -0.119 -0.03
C -2.144494 -1.872821 -1.243039 0.076 0.220 0.300 -0.01
C -1.099894 -0.931421 -1.131539 -0.048 -0.409 -1.242 -0.30
N -0.803094 -0.292521 0.030661 0.616 0.717 -0.021 -0.13
C -1.488494 -0.699921 1.209161 0.056 0.152 0.513 -0.26
C -2.609694 0.018879 1.647461 0.054 -0.014 -0.104 -0.21
C -3.199494 1.083079 0.768261 0.070 0.038 0.059 -0.03
C -3.180694 -0.321521 2.865761 0.046 -0.022 -0.076 0.00
C -2.710894 -1.391121 3.615561 0.063 -0.056 -0.071 -0.27
C -3.361994 -1.765521 4.912661 -0.022 -0.024 -0.062 -0.05
C -1.662294 -2.149821 3.113161 -0.070 0.136 0.002 -0.01
C -1.033994 -1.819221 1.921861 0.020 0.089 -0.033 -0.20
C 0.065506 -2.671821 1.368361 0.114 0.122 -0.007 -0.02
H -0.593294 2.641679 -4.965139 -0.019 0.084 -0.044 0.08
H -1.239594 1.171079 -4.235039 -0.064 -0.014 -0.014 0.08
H 0.306206 1.133179 -5.084439 0.001 -0.071 -0.132 0.06
H 1.288506 2.662179 -3.334339 -0.039 -0.093 0.073 0.12
H -1.432194 2.342879 -1.959439 -0.079 -0.015 0.065 0.08
H -0.909094 3.800279 -2.805839 -0.036 0.048 0.007 0.09
H -0.044894 3.281079 -1.358039 -0.064 0.084 0.069 0.05
H 3.268706 0.821079 -2.473739 -0.146 -0.024 -0.005 0.10
H 2.037506 -0.817721 -4.740139 -0.040 -0.044 -0.077 0.07
H 3.721006 -0.338621 -4.570139 0.048 -0.020 -0.027 0.09
H 2.496006 0.899279 -4.817439 -0.013 0.020 -0.113 0.07
H 2.329706 -2.088221 -2.529539 -0.056 -0.104 -0.081 0.08
H 2.744506 -1.192821 -1.062139 0.184 -0.263 -0.196 0.03
H 3.982406 -1.498021 -2.280539 0.109 -0.034 -0.099 0.09
H -0.033094 -1.153721 -4.363339 0.062 0.025 -0.140 0.09
H -1.090594 -2.949021 -5.529639 0.033 -0.042 -0.103 0.07
H -2.811694 -2.605821 -5.341339 -0.031 -0.020 -0.087 0.08
H -2.130494 -4.068621 -4.639639 0.002 -0.110 -0.089 0.08
H -3.218094 -3.234721 -2.470239 -0.081 -0.089 0.029 0.12
H -2.741894 -2.084821 -0.368639 -0.065 -0.044 0.081 0.12
H -3.573794 0.627679 -0.150439 -0.065 -0.001 -0.049 0.09
H -2.446694 1.817879 0.490561 -0.130 0.003 -0.041 0.05
H -4.013394 1.599079 1.271361 -0.050 -0.005 0.005 0.09
H -4.016594 0.253679 3.235861 -0.135 0.106 0.009 0.12
H -3.819194 -0.898021 5.380961 -0.052 0.042 0.099 0.08
H -2.636994 -2.200821 5.596261 0.007 -0.023 0.105 0.08
H -4.143294 -2.505721 4.737661 -0.066 -0.039 0.063 0.08
H -1.329494 -3.021121 3.659061 0.097 -0.093 0.091 0.12
H 0.335906 -3.450521 2.075861 0.049 -0.081 0.041 0.08
H 0.946106 -2.069021 1.134461 -0.080 -0.269 0.033 0.05
H -0.264694 -3.142721 0.442061 0.032 -0.078 -0.080 0.09
O 4.232706 2.742879 -1.164539 -0.293 -0.248 0.411 0.12
C 3.518806 2.239579 -0.327339 1.693 -0.090 -0.459 -0.56
O 2.251306 2.403379 -0.218439 -1.993 -0.551 0.458 -0.17
C 4.167406 1.291179 0.734461 0.626 -0.068 -0.038 -0.36
O 5.099906 0.576479 0.576161 -0.455 0.285 -0.063 0.21
O 1.997406 -0.344421 0.614261 0.929 -0.893 0.905 -0.45
```
Forces are in eV/Å.

Computed properties:
Energy   -2311.7349 a.u.
Frontier orbital gap   7.184 eV

Entry 2:
Formula: C31H34N3O2
Source: the Open Molecules 2025 dataset
Level of theory: the ωB97M-V functional and the def2-TZVPD basis

The geometry in XYZ format:
```
70
Properties=species:S:1:pos:R:3:forces:R:3:nbo_charge:R:1
C -1.592416 3.940872 0.266881 0.134 -0.188 0.023 -0.22
C -0.216241 3.698415 0.386128 -0.166 0.055 0.088 -0.23
C 0.239131 2.585489 1.097274 -0.427 -0.036 -0.107 -0.17
C -0.687300 1.703415 1.658839 0.101 0.086 0.223 -0.05
C -0.214954 0.540016 2.504017 0.741 0.092 -0.046 -0.06
C -0.360790 0.771949 4.034442 -0.217 -0.033 -0.387 -0.39
C -0.830245 -0.580778 4.609725 0.068 -0.028 0.015 -0.42
C -1.130891 -1.488692 3.401843 0.007 -0.486 0.033 -0.21
N -0.976618 -0.643433 2.237129 -0.979 -0.241 0.035 -0.65
C -2.062015 1.918662 1.517916 0.071 0.368 -0.356 -0.22
C -2.517157 3.043432 0.820152 0.312 -0.163 0.130 -0.21
H -1.945032 4.833260 -0.254078 0.117 -0.297 0.116 0.22
H 0.509615 4.385966 -0.054236 -0.288 -0.157 0.115 0.22
H 1.307801 2.385219 1.225020 -0.332 0.137 -0.098 0.20
H 0.851757 0.364102 2.277761 0.064 0.224 0.073 0.16
H 0.595205 1.102194 4.454111 -0.270 -0.004 -0.021 0.22
H -1.111482 1.549904 4.217011 0.225 -0.119 -0.042 0.22
H -0.045969 -1.023852 5.230608 -0.254 0.037 0.007 0.21
H -1.732697 -0.453242 5.213484 0.254 -0.025 0.036 0.22
H -0.447059 -2.355473 3.381481 -0.067 0.148 0.077 0.16
H -2.153264 -1.894099 3.433820 0.233 0.052 0.074 0.19
H -0.806263 -1.126658 1.367141 0.085 0.111 0.381 0.37
H -2.755439 1.193386 1.954786 0.221 0.319 -0.161 0.23
H -3.590300 3.215348 0.725517 0.313 0.041 -0.018 0.22
C -6.221154 -3.218488 -0.051325 0.439 0.272 -0.068 -0.26
O -5.045618 -2.381087 -0.159214 0.118 -0.662 -0.178 -0.48
C -3.854333 -2.988131 -0.408784 0.368 -0.045 0.037 0.34
C -2.723621 -2.131782 -0.495993 -1.008 -0.353 0.085 -0.25
C -1.486155 -2.704579 -0.675161 0.125 -0.779 0.130 0.02
C -1.352079 -4.109124 -0.802117 -0.560 0.583 -0.042 0.08
C -2.448949 -4.961241 -0.759633 -0.057 0.168 0.012 -0.19
C -3.710918 -4.398165 -0.553187 0.189 0.598 0.114 -0.29
N 0.001250 -4.389192 -1.002193 1.385 1.717 0.015 -0.27
C 0.568703 -5.699508 -1.249342 0.377 -0.443 -0.114 -0.42
C 0.725928 -3.231403 -0.974369 -0.919 -1.366 -0.019 0.13
C -0.142220 -2.140385 -0.747915 -0.384 0.941 0.504 -0.21
C 0.167778 -0.777158 -0.613026 0.694 -1.036 -1.221 0.06
C 1.498380 -0.299132 -0.762754 0.404 0.236 0.085 -0.21
C 2.643604 -0.876985 -0.192796 0.400 0.399 -0.962 0.06
N 3.760653 -0.246729 -0.657717 -0.858 -0.642 0.699 -0.31
C 5.123792 -0.621536 -0.335346 0.249 -0.133 0.330 -0.41
C 3.395989 0.766335 -1.535496 -0.686 -0.457 -0.312 0.09
C 1.980115 0.763151 -1.653341 0.862 -0.084 0.787 0.03
C 1.373950 1.575695 -2.598544 0.190 0.893 -1.050 -0.32
C 2.213163 2.376501 -3.428953 -0.534 -0.581 0.530 0.33
O 1.750329 3.183654 -4.421210 -0.294 -0.217 0.313 -0.49
C 0.335378 3.221284 -4.693712 0.553 -0.032 0.170 -0.26
C 3.630094 2.359477 -3.282353 -0.539 -0.179 0.289 -0.24
C 4.228649 1.541449 -2.335895 -0.242 0.363 -0.260 -0.20
H -7.034019 -2.516396 0.130745 0.059 -0.204 -0.023 0.22
H -6.395568 -3.773068 -0.984333 0.025 0.196 0.214 0.19
H -6.126246 -3.921908 0.787965 -0.019 0.222 -0.175 0.19
H -2.842644 -1.051977 -0.427274 -0.146 -0.239 0.139 0.24
H -2.327336 -6.035048 -0.880451 -0.167 0.193 0.053 0.23
H -4.590954 -5.038705 -0.482423 0.405 0.179 -0.076 0.24
H -0.223581 -6.450535 -1.189909 0.278 0.174 0.010 0.23
H 1.036037 -5.746607 -2.243558 -0.281 0.072 0.252 0.23
H 1.344761 -5.918070 -0.504395 -0.316 -0.006 -0.122 0.23
H 1.799872 -3.222326 -1.126998 -0.279 -0.142 -0.073 0.23
H -0.651689 -0.060242 -0.563995 0.060 -0.036 -0.171 0.25
H 2.695809 -1.710498 0.498224 0.107 0.282 0.047 0.23
H 5.805491 0.018054 -0.899999 -0.099 -0.221 0.219 0.23
H 5.310159 -0.496185 0.738762 0.017 0.055 -0.279 0.22
H 5.314747 -1.671113 -0.598326 -0.078 0.324 -0.024 0.22
H 0.285741 1.558326 -2.713608 0.468 0.143 -0.052 0.23
H 0.243206 3.960948 -5.489930 -0.146 -0.162 0.150 0.21
H -0.020834 2.241018 -5.039853 0.083 0.209 0.084 0.18
H -0.230607 3.539339 -3.806480 0.143 -0.051 -0.212 0.18
H 4.216067 2.999500 -3.937331 -0.113 -0.168 0.121 0.24
H 5.309485 1.493018 -2.228446 -0.223 0.123 -0.148 0.22
```
Forces are in eV/Å.

Computed properties:
Energy   -1516.1742 a.u.
Frontier orbital gap   5.960 eV
Total charge   +1

Entry 3:
Formula: C31H34N3OW
Source: the Open Molecules 2025 dataset
Level of theory: the ωB97M-V functional and the def2-TZVPD basis

The geometry in XYZ format:
```
70
Properties=species:S:1:pos:R:3:forces:R:3:nbo_charge:R:1
W -0.138894 0.158114 -0.093411 -0.340 -0.189 0.045 1.51
C -4.105421 0.356402 -2.883203 0.005 -0.001 0.002 -0.60
C -2.604119 0.648665 -2.693568 -0.010 -0.032 -0.016 -0.25
C -2.312613 2.142186 -2.803890 -0.006 -0.001 0.004 -0.61
C -2.214910 0.032664 -1.376856 0.070 0.099 0.051 0.10
C -1.589610 -1.228962 -1.315110 0.101 0.099 0.036 -0.29
C -1.526505 -1.929177 -0.055129 0.088 0.095 -0.011 -0.27
C -1.804591 -1.304885 1.146844 0.047 -0.052 -0.046 0.09
C -1.795659 -2.032042 2.450630 -0.033 0.009 0.010 -0.66
C -1.998012 0.122254 1.113849 -0.059 0.027 0.050 -0.37
C -2.317793 0.727220 -0.152773 -0.083 -0.016 0.007 -0.23
H -4.419502 0.731328 -3.856077 -0.001 -0.002 0.001 0.26
H -4.699434 0.859815 -2.118334 0.000 -0.001 -0.002 0.22
H -4.322097 -0.710975 -2.846771 -0.003 -0.001 0.001 0.23
H -2.052039 0.118058 -3.473472 0.007 0.006 -0.002 0.23
H -2.907469 2.729767 -2.101602 0.001 0.002 -0.002 0.21
H -2.576624 2.483010 -3.803797 -0.004 -0.002 0.002 0.26
H -1.254998 2.364919 -2.646885 0.005 -0.001 0.002 0.20
H -1.353012 -1.757829 -2.228483 -0.025 -0.014 0.000 0.29
H -1.254200 -2.976930 -0.070481 -0.005 -0.004 0.001 0.27
H -1.310778 -3.004032 2.377245 0.000 -0.001 -0.006 0.24
H -2.832052 -2.205497 2.753344 0.004 0.006 0.009 0.29
H -1.327980 -1.440696 3.238284 0.004 -0.004 0.000 0.24
H -2.199745 0.657793 2.031423 -0.019 -0.009 0.003 0.28
H -2.612666 1.768096 -0.159576 -0.037 -0.010 -0.003 0.28
C 3.560705 -1.393839 -1.930812 0.002 -0.004 -0.002 -0.70
C 2.519712 -1.518255 -0.876163 -0.033 -0.008 0.004 0.75
O 1.431527 -0.878772 -0.999676 0.073 0.018 -0.050 -0.70
N 2.723531 -2.306752 0.157414 -0.002 -0.017 0.004 -0.53
C 1.726829 -2.491516 1.203879 -0.002 0.011 0.021 -0.27
C 1.640739 -1.309617 2.138795 -0.005 0.019 0.006 0.22
C 2.287828 -1.379567 3.359509 0.004 -0.010 0.002 -0.21
C 2.239160 -0.313407 4.243485 0.005 0.007 0.009 -0.07
C 1.519833 0.812558 3.876886 0.003 -0.007 -0.004 -0.24
C 0.879794 0.818436 2.658558 -0.006 0.001 -0.014 0.13
N 0.930570 -0.209846 1.780882 0.006 -0.025 0.057 -0.51
H 3.111457 -1.627237 -2.896470 0.006 0.008 -0.001 0.28
H 4.410775 -2.049074 -1.757776 -0.003 -0.005 -0.001 0.26
H 3.903395 -0.358400 -1.957497 0.001 -0.002 -0.004 0.27
H 3.587795 -2.828062 0.205640 0.003 0.008 -0.003 0.45
H 2.007269 -3.373712 1.773325 0.000 -0.001 -0.001 0.27
H 0.765113 -2.696455 0.739951 0.002 -0.002 -0.014 0.23
H 2.826851 -2.280967 3.618750 0.004 0.003 0.002 0.26
H 2.744853 -0.364967 5.198917 -0.001 -0.005 -0.002 0.27
H 1.441843 1.673495 4.525592 -0.005 0.000 0.000 0.27
H 0.295757 1.673998 2.354226 0.002 0.009 -0.006 0.21
N 0.387505 1.819900 -0.392968 0.475 -0.057 -0.150 -0.58
C 0.795304 3.069024 -0.698846 -0.367 -0.004 0.006 0.38
C -0.089758 4.159818 -0.395894 0.066 -0.009 -0.018 -0.10
C -1.038314 4.053177 0.643160 -0.024 0.021 0.003 -0.17
C -1.889072 5.098639 0.915543 0.010 -0.008 -0.013 -0.20
C -1.836670 6.255083 0.132190 -0.002 0.008 0.015 -0.08
C -0.931158 6.365252 -0.916154 0.016 -0.009 -0.017 -0.21
C -0.054739 5.330801 -1.180544 -0.036 0.018 0.030 -0.12
C 2.061310 3.238637 -1.350429 0.141 0.055 -0.021 -0.10
C 2.559769 2.248634 -2.221791 -0.075 -0.018 0.025 -0.17
C 3.750142 2.451427 -2.879969 0.048 0.046 -0.005 -0.21
C 4.487916 3.615089 -2.644749 -0.005 -0.026 -0.018 -0.09
C 4.029107 4.581775 -1.758877 -0.023 -0.002 0.009 -0.21
C 2.814958 4.407722 -1.123398 0.030 -0.017 0.007 -0.12
H -1.061641 3.162284 1.258041 0.011 0.003 0.008 0.20
H -2.591476 5.035765 1.735349 -0.002 0.003 -0.001 0.25
H -2.513724 7.072801 0.343029 -0.002 -0.002 -0.003 0.26
H -0.916977 7.254562 -1.530965 -0.004 0.003 0.005 0.26
H 0.619536 5.396727 -2.023102 -0.012 0.001 -0.002 0.24
H 1.964301 1.366203 -2.421274 0.004 0.002 -0.004 0.22
H 4.111452 1.727644 -3.598407 -0.006 -0.005 0.000 0.24
H 5.426663 3.766370 -3.161728 0.000 -0.006 0.001 0.25
H 4.618208 5.468157 -1.568811 -0.003 0.002 0.002 0.26
H 2.467213 5.143961 -0.411461 -0.001 0.000 0.002 0.24
```
Forces are in eV/Å.

Computed properties:
Energy   -1507.4107 a.u.
Frontier orbital gap (spin up / spin down)   6.600 / 6.599 eV
Total charge   +3
Relative energy (zero: lowest compared OMol25 entry of this formula, charge and spin)   0.0 kcal/mol